1.
C37H33Cl5N5P2S3V | the ωB97M-V functional and the def2-TZVPD basis

Its gap between HOMO and LUMO (alpha / beta) is 0.2326 / 0.2569 hartree. Its spin multiplicity is 2. The value obtained for the HOMO energy (alpha / beta) is -0.5947 / -0.5960 hartree. For the total energy, the calculation gives -6824.92093 Ha. As for the expectation value of S²: 0.8008. Its charge is +3. The energy relative to the best compared isomer or geometry (same formula, charge and spin) comes out at 71.2 kJ/mol.

```
86
C37H33Cl5N5P2S3V (the ωB97M-V functional and the def2-TZVPD basis)
V -0.057 0.066 0.483
Cl 2.467 -0.243 0.484
C 2.256 1.317 -0.254
C 0.944 1.740 -0.224
C 0.732 3.011 -0.764
Cl -0.825 3.740 -0.735
C 1.784 3.780 -1.277
Cl 1.483 5.353 -1.879
C 3.096 3.289 -1.263
Cl 4.389 4.246 -1.830
C 3.342 2.021 -0.743
Cl 4.918 1.356 -0.682
N -1.152 -2.808 0.656
P -1.956 -1.473 1.323
C -3.548 -1.572 0.471
C -3.553 -1.824 -0.904
C -4.754 -1.888 -1.589
C -5.951 -1.701 -0.906
C -5.949 -1.486 0.465
C -4.750 -1.416 1.159
C -2.262 -1.753 3.074
C -2.645 -0.652 3.845
C -2.930 -0.819 5.190
C -2.830 -2.081 5.762
C -2.452 -3.175 4.996
C -2.166 -3.018 3.649
P 0.462 -2.317 0.568
C 1.285 -3.017 2.026
C 1.717 -2.270 3.118
C 2.293 -2.912 4.205
C 2.427 -4.292 4.212
C 1.972 -5.042 3.135
C 1.400 -4.411 2.044
C 1.153 -3.200 -0.838
C 2.515 -3.513 -0.859
C 3.020 -4.296 -1.882
C 2.180 -4.750 -2.891
C 0.833 -4.413 -2.887
C 0.315 -3.632 -1.867
H -1.443 -3.765 0.832
H -2.616 -1.993 -1.421
H -4.760 -2.097 -2.651
H -6.887 -1.731 -1.448
H -6.886 -1.384 0.997
H -4.749 -1.259 2.231
H -2.714 0.329 3.387
H -3.232 0.027 5.792
H -3.035 -2.206 6.817
H -2.385 -4.154 5.451
H -1.875 -3.877 3.058
H 1.597 -1.196 3.131
H 2.637 -2.333 5.052
H 2.885 -4.783 5.059
H 2.067 -6.119 3.142
H 1.057 -5.002 1.202
H 3.167 -3.179 -0.061
H 4.068 -4.566 -1.882
H 2.576 -5.375 -3.681
H 0.183 -4.772 -3.674
H -0.740 -3.387 -1.852
C -4.059 3.338 0.328
C -3.629 1.874 0.501
C -2.736 1.356 -0.569
N -1.608 0.750 -0.380
N -0.971 0.281 -1.469
C -1.590 0.582 -2.580
N -1.188 0.271 -3.808
S -3.095 1.438 -2.265
H -4.845 3.565 1.045
H -4.457 3.521 -0.671
H -3.234 4.023 0.506
H -4.526 1.252 0.507
H -3.118 1.738 1.457
H -0.277 -0.130 -3.967
H -1.703 0.583 -4.615
S 0.051 0.929 2.565
C 1.159 2.260 2.703
N 2.413 2.114 3.039
C 3.206 3.319 3.292
C 2.328 4.528 2.936
S 0.648 3.884 2.598
H 2.825 1.205 3.209
H 4.106 3.292 2.678
H 3.504 3.338 4.340
H 2.669 5.049 2.044
H 2.248 5.241 3.752
```

***

2.
C3H4NO | the ωB97M-V functional and the def2-TZVPD basis

Its gap between HOMO and LUMO is 0.3562 hartree. The value obtained for the HOMO energy is -0.6236 hartree. For the total energy, the calculation gives -246.20966 Ha. Its charge is +1. The energy relative to the best compared isomer or geometry (same formula, charge and spin) comes out at 479.0 kJ/mol.

```
9
C3H4NO (the ωB97M-V functional and the def2-TZVPD basis)
C -0.167 -0.859 -2.419
C 0.489 0.733 0.479
C -0.467 -0.268 0.808
N -0.384 -0.961 -1.307
O -0.842 -1.141 -0.047
H 1.326 0.213 -0.159
H 1.054 1.221 1.274
H -0.962 -0.185 1.738
H -0.046 1.248 -0.367
```

***

3.
C4H7O3Sr | the ωB97M-V functional and the def2-TZVPD basis

Its gap between HOMO and LUMO (alpha / beta) is 0.1995 / 0.2217 hartree. Its spin multiplicity is 2. The value obtained for the HOMO energy (alpha / beta) is -0.5490 / -0.5714 hartree. For the total energy, the calculation gives -412.37813 Ha. As for the expectation value of S²: 0.7563. Its charge is +2.

```
15
C4H7O3Sr (the ωB97M-V functional and the def2-TZVPD basis)
H -1.118 -1.719 -1.718
Sr -3.746 -4.224 -0.230
O -3.060 -2.048 -1.071
C -2.138 -1.352 -1.501
O -2.379 -0.118 -1.816
C -1.374 0.698 -2.264
H -1.705 1.704 -2.499
H -0.431 0.251 -2.570
O -0.750 -0.589 1.121
C -1.218 0.418 1.611
C -0.754 1.045 2.877
H -2.062 0.936 1.101
H 0.070 0.486 3.332
H -0.448 2.081 2.660
H -1.609 1.114 3.568
```

***

4.
C4H10N2O2 | the ωB97M-V functional and the def2-TZVPD basis

Its gap between HOMO and LUMO is 0.3565 hartree. The value obtained for the HOMO energy is -0.3274 hartree. For the total energy, the calculation gives -418.41619 Ha. Its charge is 0. The energy relative to the best compared isomer or geometry (same formula, charge and spin) comes out at 117.6 kJ/mol.

```
18
C4H10N2O2 (the ωB97M-V functional and the def2-TZVPD basis)
C -0.115 1.905 0.945
N -1.045 0.827 1.167
C -1.556 0.153 0.008
C -0.492 -0.537 -0.819
N 0.478 -1.194 0.053
C 1.724 -1.510 -0.340
O 2.577 -1.987 0.385
O 1.956 -1.256 -1.649
H 0.772 1.823 1.572
H -0.592 2.894 0.992
H 0.292 1.912 -0.067
H -1.723 0.978 1.884
H -2.270 -0.620 0.333
H -2.223 0.776 -0.617
H -0.894 -1.244 -1.530
H 0.068 0.178 -1.430
H 0.281 -1.361 1.025
H 2.761 -1.735 -1.912
```

***

5.
C16H18NO7S2 | the ωB97M-V functional and the def2-TZVPD basis

Its gap between HOMO and LUMO is 0.1967 hartree. The value obtained for the HOMO energy is -0.1978 hartree. For the total energy, the calculation gives -1998.06644 Ha. Its charge is -1.

```
44
C16H18NO7S2 (the ωB97M-V functional and the def2-TZVPD basis)
C 3.236 -0.765 2.879
O 2.934 -0.863 1.469
C 1.786 -0.063 1.092
C 2.244 1.374 0.524
C 1.129 2.117 -0.351
S 0.344 3.582 0.473
O 0.832 3.828 1.882
O 0.716 4.825 -0.335
N -1.372 3.333 0.368
S -1.950 2.510 1.749
O -2.221 3.562 2.820
O -0.978 1.498 2.340
C -3.521 1.562 1.418
C -3.607 0.598 0.210
C -4.921 -0.211 -0.005
C -6.088 0.014 0.993
C -6.008 0.984 2.195
C -4.699 1.776 2.406
H 4.282 -0.311 2.991
H 3.264 -1.812 3.356
H 2.521 -0.109 3.479
H 1.029 -0.003 1.947
H 1.228 -0.602 0.219
H 3.126 1.154 -0.194
H 2.689 2.013 1.364
H 1.629 2.512 -1.315
H 0.308 1.398 -0.682
H -2.681 0.495 -0.454
H -4.946 -0.934 -0.888
H -7.040 -0.584 0.811
H -6.883 1.097 2.931
H -4.592 2.488 3.286
C 0.984 -2.666 -3.063
C 1.251 -3.640 -3.934
C 2.638 -4.086 -4.185
O 2.883 -4.974 -4.982
C 3.717 -3.411 -3.433
C 3.451 -2.437 -2.562
C 2.064 -1.992 -2.311
O 1.820 -1.105 -1.516
H -0.025 -2.327 -2.867
H 0.473 -4.145 -4.493
H 4.727 -3.750 -3.629
H 4.229 -1.932 -2.003
```

***

6.
H5O2S | the ωB97M-V functional and the def2-TZVPD basis

Its gap between HOMO and LUMO is 0.2837 hartree. The value obtained for the HOMO energy is -0.1262 hartree. For the total energy, the calculation gives -551.70144 Ha. Its charge is -1. The energy relative to the best compared isomer or geometry (same formula, charge and spin) comes out at 53.9 kJ/mol.

```
8
H5O2S (the ωB97M-V functional and the def2-TZVPD basis)
S -0.318 -0.194 -0.666
H -0.641 0.016 -1.979
H 2.036 0.514 -0.020
H 2.907 0.577 -1.085
O 2.794 1.050 -0.204
H -1.653 -1.372 1.643
H -1.644 -0.094 0.938
O -2.285 -0.617 1.599
```

***

7.
C30H38F4N2O22S2 | the ωB97M-V functional and the def2-TZVPD basis

Its gap between HOMO and LUMO is 0.3338 hartree. The value obtained for the HOMO energy is -0.3812 hartree. For the total energy, the calculation gives -4126.44552 Ha. Its charge is 0. The energy relative to the best compared isomer or geometry (same formula, charge and spin) comes out at 0.0 kJ/mol.

```
98
C30H38F4N2O22S2 (the ωB97M-V functional and the def2-TZVPD basis)
O 3.409 4.170 -0.100
N 3.109 3.179 -0.731
O 1.995 2.693 -0.758
C 4.141 2.614 -1.611
C 3.891 1.505 -2.385
C 4.938 0.810 -2.971
C 6.240 1.236 -2.775
C 6.488 2.386 -2.024
C 5.445 3.023 -1.377
H 2.895 1.099 -2.477
H 4.723 -0.106 -3.504
H 7.054 0.604 -3.104
H 7.512 2.586 -1.737
H 5.679 3.764 -0.625
O 0.471 0.642 3.797
N -0.529 -0.020 3.610
O -1.079 -0.704 4.443
C -1.091 -0.008 2.273
C -2.160 -0.799 1.919
C -2.666 -0.754 0.631
C -2.153 0.104 -0.319
C -0.967 0.767 -0.004
C -0.483 0.756 1.288
H -2.600 -1.556 2.553
H -3.447 -1.482 0.450
H -2.550 0.155 -1.320
H -0.386 1.268 -0.764
H 0.457 1.247 1.493
O -2.680 2.591 -3.272
C -1.674 2.295 -3.809
O -1.553 1.918 -5.093
C -0.285 1.254 -5.272
C 0.471 1.609 -3.995
F 1.527 2.466 -4.269
O -0.452 2.317 -3.208
H -0.514 0.201 -5.380
H 0.214 1.658 -6.147
H 0.826 0.732 -3.444
O -0.908 -5.523 -1.678
C -0.313 -4.684 -1.099
O -0.833 -3.879 -0.162
C 0.136 -2.875 0.160
C 1.455 -3.490 -0.278
F 2.066 -4.078 0.821
O 1.042 -4.550 -1.130
H -0.142 -2.064 -0.527
H 0.090 -2.465 1.161
H 2.182 -2.846 -0.759
O 3.052 -0.943 0.508
C 3.500 -0.060 1.159
O 2.721 0.795 1.846
C 3.522 1.884 2.351
C 4.890 1.616 1.738
F 5.919 1.763 2.643
O 4.810 0.281 1.258
H 3.060 2.827 2.072
H 3.558 1.789 3.439
H 5.066 2.319 0.913
O -5.279 -5.374 -0.489
C -4.706 -5.253 0.539
O -3.871 -4.263 0.869
C -3.283 -4.494 2.143
C -3.607 -5.971 2.355
F -3.752 -6.265 3.674
O -4.786 -6.164 1.572
H -2.209 -4.336 2.114
H -3.773 -3.853 2.878
H -2.879 -6.677 1.941
C 0.314 4.284 1.814
C 0.474 4.062 3.287
O 0.631 5.354 3.935
S 1.453 5.386 5.300
C 0.451 4.365 6.380
O 2.723 4.746 5.095
O 1.378 6.738 5.739
H -0.655 4.736 1.591
H 0.303 3.322 1.304
H 1.091 4.879 1.342
H -0.317 3.478 3.761
H 1.417 3.549 3.512
H 0.917 4.508 7.352
H 0.591 3.322 6.108
H -0.541 4.766 6.205
C -5.670 -0.763 -2.263
C -4.868 -2.035 -2.397
O -4.235 -2.079 -3.691
S -2.741 -2.628 -3.754
C -3.033 -4.377 -3.679
O -2.199 -2.323 -5.039
O -2.075 -2.242 -2.538
H -5.892 -0.589 -1.208
H -6.642 -0.788 -2.756
H -5.095 0.074 -2.657
H -4.111 -2.019 -1.612
H -5.422 -2.961 -2.241
H -3.343 -4.606 -2.660
H -2.081 -4.887 -3.820
H -3.767 -4.659 -4.425
```

***

8.
C2H6ClN3 | the ωB97M-V functional and the def2-TZVPD basis

Its gap between HOMO and LUMO is 0.3543 hartree. The value obtained for the HOMO energy is -0.3452 hartree. For the total energy, the calculation gives -704.14154 Ha. Its charge is 0. The energy relative to the best compared isomer or geometry (same formula, charge and spin) comes out at 294.1 kJ/mol.

```
12
C2H6ClN3 (the ωB97M-V functional and the def2-TZVPD basis)
H -0.654 3.280 -0.276
N -0.898 2.328 -0.530
N -0.425 1.456 0.201
C -0.504 0.079 -0.349
C 0.761 -0.812 -0.209
N -1.553 -0.627 0.685
Cl -3.184 -0.564 0.074
H -0.995 -0.030 -1.250
H 1.693 -0.266 -0.632
H 0.724 -1.837 -0.759
H 1.022 -0.989 0.850
H -1.582 0.179 1.369
```

***

9.
C10H22F3N2O7SrY | the ωB97M-V functional and the def2-TZVPD basis

Its gap between HOMO and LUMO (alpha / beta) is 0.1163 / 0.2750 hartree. Its spin multiplicity is 2. The value obtained for the HOMO energy (alpha / beta) is -0.2662 / -0.4332 hartree. For the total energy, the calculation gives -1398.97367 Ha. As for the expectation value of S²: 0.7505. Its charge is +1.

```
46
C10H22F3N2O7SrY (the ωB97M-V functional and the def2-TZVPD basis)
Sr -3.266 -0.696 3.376
Y -0.150 0.493 4.224
O -2.209 1.475 3.993
H -2.619 2.361 3.941
O -1.507 -1.089 5.112
H -1.596 -1.650 5.906
O -0.977 -0.578 2.392
H -0.877 -1.120 1.585
C 1.808 1.969 1.640
O 0.793 1.572 2.297
N 2.765 1.146 1.222
C 2.578 -0.346 1.317
C 3.930 1.738 0.575
H 1.971 3.029 1.391
H 1.652 -0.669 1.793
H 3.390 -0.690 1.958
H 2.655 -0.920 0.394
H 3.968 1.491 -0.486
H 3.993 2.800 0.809
H 4.818 1.209 0.922
C -0.813 1.662 -0.442
O 0.096 1.178 -1.154
N -1.586 2.733 -0.765
C -2.643 3.119 0.165
C -1.469 3.548 -1.963
H -1.033 1.288 0.570
H -3.468 3.669 -0.288
H -2.235 3.850 0.863
H -3.117 2.287 0.686
H -2.326 3.468 -2.632
H -1.396 4.610 -1.727
H -0.547 3.340 -2.507
C 0.266 -2.691 -0.377
C -0.702 -3.313 -1.333
O 0.068 -3.731 -2.449
C -0.447 -3.667 -3.690
O -1.674 -3.585 -3.881
C 0.586 -3.752 -4.877
F 0.372 -4.825 -5.594
F 0.446 -2.647 -5.638
F 1.870 -3.808 -4.385
H -0.306 -2.029 0.273
H 0.934 -2.033 -0.934
H 0.761 -3.467 0.208
H -1.484 -2.606 -1.609
H -1.273 -4.125 -0.882
```

***

10.
C4H3BrO | the ωB97M-V functional and the def2-TZVPD basis

Its gap between HOMO and LUMO is 0.3212 hartree. The value obtained for the HOMO energy is -0.3201 hartree. For the total energy, the calculation gives -2803.38010 Ha. Its charge is 0. The energy relative to the best compared isomer or geometry (same formula, charge and spin) comes out at 100.7 kJ/mol.

```
9
C4H3BrO (the ωB97M-V functional and the def2-TZVPD basis)
C -1.226 -0.206 0.321
C -0.204 -0.711 -0.346
C 0.990 0.066 -0.310
Br 2.645 -0.791 0.034
C 0.788 1.320 -0.059
O 0.619 2.455 -0.100
H -1.270 0.393 1.274
H -2.058 -0.923 0.237
H -0.283 -1.604 -1.051
```

***

11.
C34H46AsBEuF6N6O3S4 | the ωB97M-V functional and the def2-TZVPD basis

Its gap between HOMO and LUMO (alpha / beta) is 0.2829 / 0.2270 hartree. Its spin multiplicity is 8. The value obtained for the HOMO energy (alpha / beta) is -0.5116 / -0.5107 hartree. For the total energy, the calculation gives -7040.06314 Ha. As for the expectation value of S²: 15.7644. Its charge is +2.

```
102
C34H46AsBEuF6N6O3S4 (the ωB97M-V functional and the def2-TZVPD basis)
Eu 3.713 -1.886 -0.429
C 2.215 -2.324 4.014
C 1.670 -1.110 3.341
C 1.521 0.085 3.986
C 0.963 1.196 3.315
N 0.541 1.074 2.086
N 0.668 -0.090 1.448
B 0.018 -0.078 0.065
N -0.659 1.277 -0.251
N -1.727 1.875 0.190
C -2.080 2.995 -0.426
C -1.317 3.495 -1.506
C -0.193 2.842 -1.970
C 0.660 3.304 -3.102
C 0.103 1.672 -1.267
S 1.295 0.374 -1.400
C -3.330 3.695 0.065
C -4.323 3.815 -1.102
C -3.985 2.897 1.198
C -2.947 5.094 0.575
N -0.981 -1.199 -0.159
N -1.774 -1.289 0.914
C -2.744 -2.189 0.957
C -2.948 -3.094 -0.107
C -2.166 -3.007 -1.250
C -2.357 -3.924 -2.412
C -1.170 -2.009 -1.297
S -0.291 -1.751 -2.715
C -3.624 -2.206 2.184
C -3.526 -3.595 2.833
C -3.175 -1.139 3.186
C -5.066 -1.919 1.738
C 1.275 -1.172 1.977
S 1.496 -2.598 1.023
C 0.797 2.540 3.993
C 2.188 3.071 4.374
C -0.054 2.355 5.259
C 0.107 3.538 3.061
H 2.375 -2.139 5.073
H 3.164 -2.626 3.568
H 1.529 -3.161 3.883
H 1.824 0.170 5.021
H -1.626 4.413 -1.989
H 0.302 4.243 -3.515
H 0.680 2.554 -3.895
H 1.689 3.435 -2.762
H -4.561 2.832 -1.513
H -3.940 4.447 -1.904
H -5.247 4.261 -0.736
H -4.273 1.904 0.853
H -4.879 3.421 1.535
H -3.307 2.782 2.043
H -2.576 5.731 -0.229
H -2.186 5.032 1.354
H -3.830 5.570 0.999
H -3.719 -3.847 -0.041
H -3.177 -4.614 -2.230
H -1.445 -4.497 -2.593
H -2.565 -3.356 -3.321
H -2.493 -3.814 3.112
H -3.878 -4.384 2.170
H -4.134 -3.619 3.737
H -2.156 -1.333 3.523
H -3.835 -1.151 4.053
H -3.204 -0.146 2.737
H -5.435 -2.670 1.040
H -5.134 -0.940 1.260
H -5.724 -1.917 2.608
H 2.706 2.397 5.057
H 2.083 4.036 4.869
H 2.809 3.206 3.487
H 0.442 1.719 5.994
H -1.025 1.919 5.019
H -0.221 3.326 5.724
H 0.711 3.720 2.171
H -0.031 4.484 3.585
H -0.867 3.162 2.745
F 3.618 -0.056 0.724
As 5.352 -0.495 1.521
F 4.668 -2.246 1.486
F 5.745 -0.874 -0.179
F 6.793 -1.041 2.170
F 5.750 1.130 1.357
F 4.549 -0.283 3.007
C 2.771 -2.287 -8.757
C 3.070 -2.291 -7.291
C 2.814 -1.167 -6.504
C 3.079 -1.173 -5.148
C 3.614 -2.323 -4.579
C 3.884 -3.460 -5.331
C 3.608 -3.430 -6.683
S 3.876 -2.304 -2.858
O 2.831 -3.070 -2.094
O 5.146 -2.769 -2.325
O 3.667 -0.903 -2.340
H 2.381 -1.326 -9.084
H 2.036 -3.058 -8.995
H 3.670 -2.514 -9.331
H 2.407 -0.275 -6.963
H 2.901 -0.305 -4.529
H 4.311 -4.339 -4.866
H 3.815 -4.303 -7.287
```